This record from the OMol25 dataset describes C33H44CsF5N8O5S as an isolated structure. The level of theory is ωB97M-V with the def2-TZVPD basis set.

HOMO-LUMO gap: 6.237 eV
energy relative to the best compared isomer or geometry (same formula, charge and spin): 18.3 kcal per mole
E: -3015.9529 hartree

```
! RIJCOSX wB97M-V def2-TZVPD def2/J DEFGRID3
* xyz -2 1
Cs 0.0581 -0.7333 -0.3773
C -7.2174 0.7390 -3.7486
C -5.9579 0.5002 -4.5915
C -5.8362 1.6348 -5.6078
C -6.0989 -0.8235 -5.3550
C -4.7451 0.4169 -3.6684
C -4.6889 -0.5645 -2.6796
C -3.5812 -0.6250 -1.8537
N -2.5510 0.2069 -1.9515
C -2.5955 1.1692 -2.8664
C -3.6738 1.2943 -3.7458
C -1.4719 2.1536 -2.8233
C -1.6250 3.4504 -3.3098
C -0.6078 4.3779 -3.1396
C 0.5336 3.9420 -2.4752
C 0.6103 2.6336 -2.0280
N -0.3678 1.7500 -2.2035
C -0.7171 5.8268 -3.6031
C -2.0399 6.1099 -4.3138
C -0.6131 6.7480 -2.3803
C 0.4307 6.1310 -4.5747
H -8.0961 0.7982 -4.3956
H -7.1372 1.6716 -3.1881
H -7.3785 -0.0673 -3.0332
H -6.7239 1.6506 -6.2435
H -4.9651 1.5048 -6.2524
H -5.7590 2.6061 -5.1166
H -6.9677 -0.7856 -6.0168
H -6.2285 -1.6633 -4.6725
H -5.2115 -1.0177 -5.9596
H -5.4935 -1.2740 -2.5375
H -3.5202 -1.3575 -1.0532
H -3.6621 2.0790 -4.4877
H -2.5589 3.7406 -3.7680
H 1.3601 4.6097 -2.2708
H 1.4807 2.2735 -1.4870
H -2.8924 5.9450 -3.6531
H -2.1621 5.4829 -5.1999
H -2.0644 7.1533 -4.6348
H -1.4096 6.5363 -1.6660
H -0.6912 7.7933 -2.6892
H 0.3362 6.6163 -1.8618
H 0.3754 5.4859 -5.4541
H 1.4011 5.9739 -4.1044
H 0.3781 7.1713 -4.9052
C 5.5483 -1.8362 1.3465
N 4.2495 -2.4530 1.4822
C 4.2286 -3.8401 1.8643
C 3.0732 -1.7276 1.5220
N 2.0183 -2.0884 2.1542
N 3.0624 -0.5375 0.8011
C 3.3840 -0.4210 -0.5456
N 3.9558 -1.5265 -1.1595
N 3.1451 0.6947 -1.1379
H 6.1488 -2.0206 2.2460
H 5.4325 -0.7636 1.2227
H 6.0784 -2.2313 0.4760
H 5.0612 -4.3524 1.3785
H 3.3019 -4.3033 1.5232
H 4.3244 -3.9908 2.9502
H 2.2130 -2.8930 2.7436
H 2.4164 0.1987 1.1773
H 3.6249 -2.4165 -0.8066
H 3.7991 -1.5202 -2.1580
H 3.3943 0.6064 -2.1204
O -2.8476 5.5407 3.9836
C -3.5585 4.8281 3.2501
O -4.7941 4.8765 3.0563
C -2.8143 3.7278 2.4508
C -3.5154 2.8826 1.5982
C -2.8267 1.9054 0.9003
N -1.5131 1.6940 1.0053
C -0.8348 2.5006 1.8254
C -1.4435 3.5286 2.5447
C 0.6674 2.2318 1.9969
O 1.3564 3.1404 2.4716
O 1.0450 1.0713 1.6536
H -4.5859 3.0088 1.4981
H -3.3610 1.2392 0.2298
H -0.8479 4.1627 3.1847
C -0.9671 -2.0894 3.9332
S -1.6669 -0.8736 2.8161
C -3.1851 -0.5521 3.7209
O -2.0908 -1.6619 1.6110
H -0.7708 -1.6334 4.9032
H -0.0286 -2.3862 3.4689
H -1.6500 -2.9357 4.0214
H -2.9588 -0.1442 4.7053
H -3.7516 -1.4814 3.7947
H -3.7337 0.1912 3.1444
F 1.6846 -3.3709 -0.9211
C 1.9438 -3.6507 -2.3142
F 1.5024 -2.4276 -2.9147
C 0.7947 -4.5933 -2.6389
F 0.7526 -4.8792 -3.9603
F 0.9330 -5.7749 -1.9961
F -0.4517 -4.1471 -2.3217
*
```

***

This record from the OMol25 dataset describes C44H48Cl3GaN9O2 as an isolated structure. The level of theory is ωB97M-V with the def2-TZVPD basis set.

HOMO-LUMO gap: 7.907 eV
energy relative to the best compared isomer or geometry (same formula, charge and spin): 0.0 kcal per mole
E: -5654.0419 hartree

```
! RIJCOSX wB97M-V def2-TZVPD def2/J DEFGRID3
* xyz 1 1
Ga 0.6394 -0.7767 0.1749
C 2.8786 1.3070 -4.3011
C 1.5781 1.1234 -3.5110
C 0.5861 2.2226 -3.9049
C 0.9995 -0.2617 -3.7322
C 0.4172 -0.5358 -4.9670
C -0.0947 -1.7838 -5.2622
C 0.0025 -2.7989 -4.3276
C 0.5998 -2.5812 -3.0921
C 0.8392 -3.7449 -2.1522
C -0.1619 -4.8863 -2.2962
C 2.2705 -4.2613 -2.3385
C 1.0672 -1.2933 -2.7842
N 1.6160 -1.0405 -1.4737
C 2.9661 -0.8463 -1.3791
O 3.7903 -0.9597 -2.2630
C 3.4165 -0.5094 0.0320
C 4.7073 -0.5639 0.5184
C 4.8779 -0.4881 1.9006
C 3.7826 -0.4414 2.7620
C 2.5255 -0.3901 2.1926
N 2.4109 -0.3275 0.8746
C 1.1969 -0.5819 2.9051
O 1.1506 -0.5486 4.1163
N 0.1658 -0.8249 2.0404
C -1.1720 -0.7975 2.5788
C -1.7180 0.4311 2.9843
C -3.0223 0.4541 3.4704
C -3.7806 -0.6961 3.5536
C -3.2256 -1.9006 3.1630
C -1.9222 -1.9793 2.6845
C -1.4015 -3.3605 2.3320
C -0.1850 -3.7791 3.1595
C -1.2347 -3.5434 0.8250
C -0.9522 1.7410 2.9551
C -1.7652 2.8530 2.2910
C -0.5517 2.1747 4.3696
H 3.3128 2.2885 -4.0992
H 2.6773 1.2451 -5.3726
H 3.6070 0.5416 -4.0451
H 1.8091 1.2317 -2.4478
H 0.4437 2.2538 -4.9850
H 0.9650 3.2055 -3.6123
H -0.3955 2.0602 -3.4557
H 0.3726 0.2429 -5.7173
H -0.5491 -1.9721 -6.2260
H -0.3741 -3.7817 -4.5741
H 0.7622 -3.3750 -1.1316
H -0.0491 -5.4119 -3.2454
H -1.1931 -4.5351 -2.2233
H 0.0045 -5.6225 -1.5073
H 2.4027 -4.6391 -3.3545
H 2.4774 -5.0837 -1.6488
H 3.0076 -3.4729 -2.1834
H 5.5344 -0.7058 -0.1624
H 5.8769 -0.5302 2.3147
H 3.8855 -0.4847 3.8369
H -3.4506 1.3933 3.7952
H -4.7932 -0.6574 3.9326
H -3.8064 -2.8113 3.2466
H -2.2017 -4.0504 2.6128
H 0.6702 -3.1265 3.0103
H 0.1105 -4.7999 2.9024
H -0.4335 -3.7568 4.2206
H -0.5629 -2.7998 0.3808
H -2.1972 -3.4578 0.3176
H -0.8049 -4.5163 0.5812
H -0.0382 1.5973 2.3701
H -2.6249 3.1343 2.8995
H -2.1533 2.5456 1.3169
H -1.1579 3.7540 2.1715
H -1.4458 2.3769 4.9631
H 0.0388 3.0927 4.3335
H 0.0265 1.4044 4.8744
Cl 2.5847 -6.6485 1.1666
C 3.5022 -5.1735 1.4852
Cl 3.8707 -5.0264 3.2067
Cl 4.9776 -5.1292 0.5184
C 2.6707 -4.0272 1.1052
N 2.0260 -3.1275 0.8139
C 0.2566 2.5096 -0.4991
C -0.8516 1.5721 -0.8148
N -0.8852 0.2763 -0.5368
C -2.1156 -0.2132 -0.9376
C -2.8246 0.8064 -1.4671
N -2.0146 1.9223 -1.3939
C -2.3954 3.2541 -1.8524
N -2.9961 4.0385 -0.8207
N -4.2192 3.6766 -0.3495
N -4.5264 4.4163 0.6379
C -3.4929 5.3061 0.8616
C -3.3460 6.2970 1.8358
C -2.1739 7.0150 1.8254
C -1.1702 6.7714 0.8637
C -1.3044 5.8030 -0.1059
C -2.4921 5.0673 -0.0758
H 1.1029 1.9664 -0.0790
H -0.0687 3.2485 0.2345
H 0.6026 3.0280 -1.3929
H -2.3896 -1.2453 -0.8086
H -3.8197 0.8551 -1.8717
H -3.0999 3.1233 -2.6709
H -1.5141 3.7717 -2.2247
H -4.1267 6.4801 2.5610
H -2.0132 7.7917 2.5602
H -0.2709 7.3727 0.8860
H -0.5335 5.6405 -0.8482
*
```

***

Q: Which of these has the highest HOMO-LUMO gap?
A: C44H48Cl3GaN9O2

***

Q: Which formula does entry 1 have?
A: C33H44CsF5N8O5S

***

Q: Among the records above, which one has the highest HOMO-LUMO gap?
A: C44H48Cl3GaN9O2

***

Q: Which formula does entry 1 have?
A: C33H44CsF5N8O5S